Formula: H22O11
Source: the Open Molecules 2025 dataset
Level of theory: wB97M-V/def2-TZVPD

Element x y z (Å)
O -15.98 2.07 22.95
H -16.28 1.53 22.20
H -16.70 2.03 23.58
O -19.50 5.52 21.34
H -18.94 5.07 20.70
H -18.96 5.59 22.13
O -16.98 0.25 20.90
H -17.27 -0.67 20.88
H -17.80 0.76 20.92
O -16.94 3.17 20.50
H -16.18 2.58 20.65
H -16.60 3.83 19.88
O -19.26 1.67 19.95
H -18.55 2.21 20.34
H -18.90 1.34 19.13
O -14.65 1.05 19.55
H -15.35 0.42 19.75
H -14.93 1.47 18.73
O -15.27 5.71 17.60
H -14.49 6.19 17.30
H -15.19 5.68 18.56
O -16.39 2.54 17.72
H -17.34 2.43 17.64
H -16.12 2.94 16.89
O -18.11 5.36 18.62
H -18.11 6.20 19.10
H -17.51 5.51 17.88
O -14.68 5.31 20.36
H -13.88 4.79 20.49
H -15.07 5.37 21.25
O -16.08 4.86 23.06
H -15.57 4.95 23.87
H -15.99 3.92 22.82

Largest force on an atom: 0.87 eV/Å
Highest occupied orbital energy: -10.928 eV
HOMO-LUMO gap: 11.11 eV
Relative energy (zero: lowest compared OMol25 entry of this formula, charge and spin): 16.4 kcal per mole
Structure (SMILES): O.O.O.O.O.O.O.O.O.O.O

Formula: H22O11
Source: the Open Molecules 2025 dataset
Level of theory: wB97M-V/def2-TZVPD

Element x y z (Å)
O -2.43 0.44 -2.83
H -2.81 0.73 -1.98
H -2.69 1.12 -3.46
O 2.24 0.42 -2.02
H 1.38 0.67 -2.42
H 2.25 -0.54 -2.08
O -1.40 -2.30 -2.34
H -0.59 -1.95 -1.95
H -1.97 -1.52 -2.44
O -0.35 -0.11 0.22
H -0.55 0.70 -0.27
H 0.51 0.08 0.64
O 2.29 -2.15 1.00
H 3.17 -1.84 1.25
H 2.33 -2.22 0.04
O 0.22 1.03 -3.74
H -0.37 1.34 -3.04
H -0.13 1.43 -4.54
O -0.46 -2.26 2.02
H -0.44 -1.79 1.17
H 0.43 -2.61 2.14
O 1.76 1.18 1.52
H 1.64 0.58 2.28
H 2.66 1.03 1.21
O -1.44 2.93 -0.57
H -2.06 3.39 -1.14
H -1.35 3.49 0.21
O -1.60 0.13 3.24
H -1.58 -0.76 2.84
H -1.58 0.72 2.48
O 1.35 -0.31 4.15
H 0.75 -0.62 3.45
H 0.84 -0.43 4.95

Largest force on an atom: 0.82 eV/Å
Highest occupied orbital energy: -10.711 eV
HOMO-LUMO gap: 10.33 eV
Relative energy (zero: lowest compared OMol25 entry of this formula, charge and spin): 33.9 kcal per mole
Structure (SMILES): O.O.O.O.O.O.O.O.O.O.O

Formula: H22O11
Source: the Open Molecules 2025 dataset
Level of theory: wB97M-V/def2-TZVPD

Element x y z (Å)
O 0.00 -0.02 -0.86
H -0.80 0.46 -0.97
H -0.13 -0.75 -0.21
O -3.57 0.30 1.34
H -3.16 0.64 2.10
H -2.87 -0.03 0.77
O 1.32 3.38 -1.03
H 1.47 4.04 -1.73
H 0.43 3.75 -0.67
O -2.78 0.73 -2.63
H -2.32 -0.06 -2.48
H -3.11 0.55 -3.59
O 3.10 1.09 -2.51
H 3.76 0.98 -3.23
H 2.93 0.08 -2.45
O 1.47 -1.25 -1.57
H 2.14 -1.94 -1.71
H 1.51 -0.78 -2.49
O -4.75 -2.05 -0.07
H -4.23 -2.47 0.68
H -4.06 -2.05 -0.72
O 2.55 1.98 0.39
H 2.46 1.42 1.22
H 1.95 2.63 0.64
O 1.20 -3.68 2.69
H 0.41 -4.20 2.76
H 1.71 -3.99 3.44
O 2.51 -2.27 2.57
H 2.76 -1.84 3.36
H 3.33 -2.08 2.07
O -1.18 2.03 1.58
H -1.92 2.55 1.93
H -1.14 1.27 2.12

Largest force on an atom: 4.92 eV/Å
Highest occupied orbital energy: -9.861 eV
HOMO-LUMO gap: 9.92 eV
Relative energy (zero: lowest compared OMol25 entry of this formula, charge and spin): 158.8 kcal per mole
Structure (SMILES): O.O.O.O.O.O.O.O.O.O.O

Formula: H22O11
Source: the Open Molecules 2025 dataset
Level of theory: wB97M-V/def2-TZVPD

Element x y z (Å)
O -0.70 -3.26 -2.14
H -1.32 -2.58 -2.42
H -0.04 -2.79 -1.63
O 2.69 0.53 1.70
H 1.86 0.85 1.38
H 3.29 1.27 1.61
O 0.02 -0.02 0.21
H -0.84 0.31 0.49
H -0.07 -0.97 0.23
O -2.44 3.36 -0.65
H -1.98 4.05 -0.18
H -2.01 2.55 -0.36
O 2.61 -2.29 1.17
H 2.82 -1.38 0.93
H 3.36 -2.80 0.86
O 0.12 3.09 1.26
H -0.63 2.64 1.65
H 0.72 3.22 2.00
O -2.13 1.05 1.85
H -2.85 0.43 1.73
H -2.50 1.76 2.37
O 1.66 -1.78 -2.20
H 1.60 -1.05 -1.58
H 1.27 -1.45 -3.01
O -0.21 -2.56 0.82
H -0.71 -3.28 1.21
H 0.64 -2.94 0.60
O -3.34 -1.09 -0.94
H -4.13 -0.86 -1.43
H -2.62 -0.78 -1.49
O 2.03 2.03 -1.66
H 2.51 2.80 -1.35
H 1.33 1.91 -1.01

Largest force on an atom: 1.38 eV/Å
Highest occupied orbital energy: -10.533 eV
HOMO-LUMO gap: 10.48 eV
Relative energy (zero: lowest compared OMol25 entry of this formula, charge and spin): 34.3 kcal per mole
Structure (SMILES): O.O.O.O.O.O.O.O.O.O.O

Formula: H22O11
Source: the Open Molecules 2025 dataset
Level of theory: wB97M-V/def2-TZVPD

Element x y z (Å)
O -3.20 1.17 -2.35
H -2.77 0.32 -2.59
H -2.42 1.58 -1.95
O 1.71 1.97 2.41
H 1.08 1.78 1.71
H 2.58 2.00 2.00
O 2.03 0.55 -2.64
H 2.72 -0.14 -2.61
H 2.57 1.14 -3.19
O -1.90 0.83 1.74
H -2.81 0.89 2.05
H -1.75 -0.07 1.42
O -2.51 -1.38 -2.11
H -3.05 -2.18 -2.05
H -1.92 -1.54 -1.34
O 0.29 1.32 -0.25
H 0.30 1.31 -1.20
H -0.64 1.37 -0.01
O -0.92 -1.50 0.16
H -0.63 -2.41 -0.06
H 0.00 -1.22 0.25
O 0.61 -2.07 -2.43
H -0.19 -2.50 -2.71
H 0.67 -1.12 -2.46
O -0.54 4.21 2.19
H -1.26 3.69 2.53
H 0.30 3.77 2.32
O 2.37 -0.37 3.48
H 2.83 -0.15 4.27
H 2.20 0.24 2.75
O 1.64 -3.61 -0.06
H 1.00 -4.30 -0.17
H 1.60 -3.60 0.90

Largest force on an atom: 2.76 eV/Å
Highest occupied orbital energy: -10.626 eV
HOMO-LUMO gap: 10.54 eV
Relative energy (zero: lowest compared OMol25 entry of this formula, charge and spin): 54.1 kcal per mole
Structure (SMILES): O.O.O.O.O.O.O.O.O.O.O

Formula: H22O11
Source: the Open Molecules 2025 dataset
Level of theory: wB97M-V/def2-TZVPD

Element x y z (Å)
O 1.06 -0.22 0.72
H 0.79 0.74 0.86
H 0.76 -0.50 1.57
O 0.88 3.39 1.77
H 1.27 3.47 0.84
H 1.44 3.99 2.36
O -2.19 -3.62 -3.43
H -2.28 -3.46 -2.46
H -1.22 -4.11 -3.21
O 2.51 1.30 2.22
H 1.92 2.08 2.27
H 3.29 1.20 1.70
O -4.25 -1.35 -0.98
H -4.70 -0.67 -0.47
H -3.47 -1.04 -1.38
O 0.84 2.63 -0.71
H 1.44 2.46 -1.44
H 0.44 1.68 -0.60
O -1.92 2.07 1.38
H -2.20 2.83 1.76
H -0.98 1.86 1.44
O 3.92 0.96 -0.68
H 4.10 0.07 -0.88
H 4.61 1.58 -0.68
O -1.19 -1.64 -4.30
H -1.03 -1.60 -3.45
H -1.22 -2.49 -4.78
O 0.13 -3.63 0.02
H 0.64 -4.41 0.02
H 0.53 -2.84 0.40
O -0.97 -0.10 3.44
H -1.17 -0.92 2.95
H -1.77 0.29 3.73

Largest force on an atom: 8.13 eV/Å
Highest occupied orbital energy: -10.199 eV
HOMO-LUMO gap: 10.26 eV
Relative energy (zero: lowest compared OMol25 entry of this formula, charge and spin): 110.9 kcal per mole
Structure (SMILES): O.O.O.O.O.O.O.O.O.O.O

Formula: H22O11
Source: the Open Molecules 2025 dataset
Level of theory: wB97M-V/def2-TZVPD

Element x y z (Å)
O -0.80 -3.24 0.15
H -1.71 -3.35 0.11
H -0.68 -2.36 -0.17
O 2.19 0.58 0.40
H 2.59 0.16 -0.36
H 2.32 0.11 1.16
O 0.26 -3.12 2.98
H -0.03 -2.96 2.11
H -0.57 -3.22 3.47
O -1.21 2.14 -1.51
H -0.79 2.61 -0.72
H -0.46 1.51 -1.61
O -2.35 -0.75 -1.91
H -1.69 -0.58 -1.20
H -1.76 -0.86 -2.65
O -2.47 0.99 1.03
H -2.99 0.63 0.30
H -1.59 1.00 0.71
O 2.08 2.62 -1.66
H 1.70 1.86 -2.09
H 2.83 2.36 -1.11
O 0.11 -0.46 2.49
H -0.73 -0.11 2.75
H 0.19 -1.38 2.81
O -0.32 -0.63 -0.12
H 0.41 -0.35 -0.60
H 0.00 -0.68 0.78
O 1.05 0.28 -2.48
H 1.78 0.06 -3.09
H 0.32 -0.05 -2.97
O 0.42 2.33 1.14
H 0.91 3.18 1.15
H 1.01 1.69 0.70

Largest force on an atom: 3.76 eV/Å
Highest occupied orbital energy: -10.418 eV
HOMO-LUMO gap: 9.85 eV
Relative energy (zero: lowest compared OMol25 entry of this formula, charge and spin): 42.6 kcal per mole
Structure (SMILES): O.O.O.O.O.O.O.O.O.O.O

Formula: H22O11
Source: the Open Molecules 2025 dataset
Level of theory: wB97M-V/def2-TZVPD

Element x y z (Å)
O 0.70 0.32 0.05
H 0.58 -0.55 0.43
H -0.17 0.73 0.14
O 1.43 -3.77 -1.12
H 1.28 -4.32 -0.34
H 2.03 -4.30 -1.66
O -2.03 -4.07 -1.98
H -2.12 -4.86 -2.52
H -1.10 -4.03 -1.76
O 2.23 4.95 2.34
H 1.44 5.39 2.66
H 1.95 4.04 2.18
O 1.19 1.77 -3.69
H 0.53 2.42 -3.98
H 1.00 0.99 -4.22
O -0.03 1.62 1.73
H -0.92 1.52 2.07
H 0.41 0.80 1.98
O -0.72 -1.80 -4.39
H -1.67 -1.71 -4.27
H -0.35 -1.10 -3.84
O -2.18 3.92 -2.02
H -1.44 4.30 -1.54
H -2.94 4.10 -1.46
O -3.80 0.29 1.51
H -4.60 -0.02 1.06
H -3.30 0.74 0.83
O 2.24 -2.38 3.29
H 1.70 -3.01 3.79
H 2.91 -2.94 2.87
O 1.94 0.67 3.76
H 1.15 0.15 3.96
H 2.66 0.14 4.12

Largest force on an atom: 2.47 eV/Å
Highest occupied orbital energy: -9.996 eV
HOMO-LUMO gap: 9.95 eV
Relative energy (zero: lowest compared OMol25 entry of this formula, charge and spin): 75.0 kcal per mole
Structure (SMILES): O.O.O.O.O.O.O.O.O.O.O

Formula: H22O11
Source: the Open Molecules 2025 dataset
Level of theory: wB97M-V/def2-TZVPD

Element x y z (Å)
O 3.37 -0.10 0.74
H 3.31 -1.03 0.51
H 3.45 -0.10 1.69
O -2.13 3.17 -1.52
H -2.23 2.70 -0.70
H -1.69 3.98 -1.28
O 0.44 -0.04 -0.05
H -0.05 0.78 0.03
H 1.21 0.20 -0.57
O -0.50 -2.61 -1.69
H 0.30 -2.13 -1.93
H -0.64 -3.22 -2.40
O 1.76 0.97 -2.91
H 2.17 0.20 -3.29
H 2.35 1.69 -3.10
O 3.02 2.76 0.69
H 3.93 3.00 0.85
H 3.03 1.81 0.57
O 0.01 -3.40 0.94
H -0.07 -2.98 0.08
H -0.77 -3.94 1.02
O -2.46 -0.99 1.62
H -1.65 -0.57 1.92
H -2.70 -0.51 0.83
O 0.26 -0.63 2.71
H 1.14 -0.53 3.07
H 0.40 -0.76 1.77
O -2.25 1.91 0.98
H -1.85 2.27 1.78
H -3.13 2.29 0.97
O -2.81 -1.03 -1.00
H -1.92 -1.38 -0.99
H -3.35 -1.75 -1.32

Charge: +1
Largest force on an atom: 2.17 eV/Å
Highest occupied orbital energy (alpha / beta): -13.609 / -13.609 eV
HOMO-LUMO gap (alpha / beta): 10.53 / 3.59 eV
Relative energy (zero: lowest compared OMol25 entry of this formula, charge and spin): 13.4 kcal per mole
Multiplicity: 2

Formula: H23O11
Source: the Open Molecules 2025 dataset
Level of theory: wB97M-V/def2-TZVPD

Element x y z (Å)
O 2.83 -2.68 -1.97
H 2.87 -3.57 -1.57
H 3.64 -2.16 -1.99
O 0.20 -2.36 0.25
H -0.54 -3.01 0.18
H 0.04 -1.83 0.92
O -0.19 0.83 2.34
H 2.19 -0.24 -0.91
H -0.99 0.41 2.11
O -2.12 -3.44 0.41
H -2.35 -4.36 0.59
H -2.62 -3.42 -0.41
O -1.93 -0.08 -1.67
H -2.69 -0.21 -2.19
H -1.07 -0.03 -2.01
O 0.40 2.55 0.56
H 1.06 3.26 0.66
H -0.04 1.53 1.45
O -2.52 0.86 0.81
H -0.07 1.40 3.14
O 1.76 -0.26 2.95
H 2.67 0.14 2.99
H 2.25 -1.15 2.87
O 1.12 0.22 -3.02
H 1.25 -0.69 -3.18
H 1.97 0.70 -3.37
O 2.22 0.46 0.03
H -2.38 4.08 -1.32
H 1.78 -0.32 0.57
O -1.83 4.11 -0.50
H 0.02 2.79 -0.24
H -0.97 4.18 -0.74
H -3.17 0.28 1.15
H -2.35 0.50 -0.15

Charge: +1
Largest force on an atom: 6.82 eV/Å
Highest occupied orbital energy: -13.494 eV
HOMO-LUMO gap: 10.68 eV
Relative energy (zero: lowest compared OMol25 entry of this formula, charge and spin): 135.3 kcal per mole

Formula: H23O11
Source: the Open Molecules 2025 dataset
Level of theory: wB97M-V/def2-TZVPD

Element x y z (Å)
O 0.20 -0.13 -0.19
H -0.63 0.19 0.20
H -0.04 -0.31 -1.08
H 0.84 0.59 -0.14
O 0.40 1.48 2.41
H 0.91 2.26 2.20
H 1.04 0.76 2.31
O 2.26 1.82 -0.94
H 2.68 1.22 -1.57
H 2.96 2.05 -0.34
O 1.36 -2.38 -1.48
H 1.53 -2.93 -2.23
H 1.99 -2.73 -0.94
O -0.62 2.83 -0.28
H -0.57 3.64 0.18
H -0.94 3.08 -1.15
O 0.50 0.02 -2.97
H 0.14 -0.82 -3.28
H 1.40 -0.22 -2.79
O -2.25 2.38 2.52
H -1.56 3.00 2.41
H -2.16 1.65 1.93
O -1.09 -2.76 0.24
H -1.04 -3.26 1.05
H -0.31 -3.20 -0.10
O -1.74 -1.56 -2.20
H -1.98 -0.68 -1.99
H -1.62 -2.03 -1.36
O -2.59 0.03 0.96
H -2.21 -0.74 1.42
H -3.47 -0.24 0.66
O 1.91 -0.79 2.12
H 2.71 -0.48 2.46
H 2.01 -1.75 1.94

Charge: +1
Largest force on an atom: 4.46 eV/Å
Highest occupied orbital energy: -12.803 eV
HOMO-LUMO gap: 9.34 eV
Relative energy (zero: lowest compared OMol25 entry of this formula, charge and spin): 82.8 kcal per mole

Formula: H23O12
Source: the Open Molecules 2025 dataset
Level of theory: wB97M-V/def2-TZVPD

Element x y z (Å)
O -3.82 -1.63 1.09
H 3.39 2.12 -1.84
H -1.77 0.71 -1.28
O 1.90 0.56 0.14
H 1.91 -0.10 0.67
H 0.97 0.90 0.36
O -1.31 -1.06 1.12
H -0.88 -0.65 1.83
O -1.12 0.82 -0.58
H 1.03 3.40 -2.00
H -1.36 0.03 0.05
O 4.02 1.39 -1.64
H 1.10 -3.74 -1.28
H -0.29 4.37 1.37
O -0.73 -3.30 2.41
H -4.68 -0.61 0.00
H 2.94 3.89 -0.22
O 0.72 3.13 -1.03
H 0.47 2.26 -1.16
H -1.21 -3.95 2.04
O -0.09 -1.92 -1.17
H -0.51 -1.15 -1.30
H -0.36 -2.19 -0.30
O 1.66 -4.47 -1.09
H 2.17 -4.13 -0.21
H 0.20 2.99 1.08
O -5.07 -0.97 -0.84
H -3.83 -1.53 2.10
H 3.61 2.65 -0.18
O 3.77 3.52 0.12
H -4.64 -1.85 -1.06
H -1.01 -2.52 1.91
O 0.37 3.90 1.49
H -2.77 -1.26 1.13
H 3.17 0.73 -1.81

Charge: -1
Largest force on an atom: 12.68 eV/Å
Highest occupied orbital energy: -7.105 eV
HOMO-LUMO gap: 9.50 eV
Relative energy (zero: lowest compared OMol25 entry of this formula, charge and spin): 125.8 kcal per mole

Formula: H24HeO12
Source: the Open Molecules 2025 dataset
Level of theory: wB97M-V/def2-TZVPD

Element x y z (Å)
He -0.39 -0.12 0.10
O -0.02 -1.79 3.05
H 0.79 -1.53 3.49
H -0.52 -2.25 3.72
O -1.27 -2.95 0.56
H -1.89 -2.24 0.36
H -0.70 -2.58 1.23
O -1.94 2.23 -2.73
H -1.17 2.53 -3.21
H -1.72 2.37 -1.81
O 1.98 0.92 2.12
H 2.21 0.04 1.81
H 2.54 1.06 2.88
O 2.58 -0.44 -1.66
H 2.46 0.44 -1.31
H 1.72 -0.70 -1.97
O -1.33 3.14 0.09
H -1.29 2.55 0.85
H -0.44 3.47 0.00
O 0.30 -1.65 -2.85
H -0.50 -1.22 -3.16
H -0.01 -2.47 -2.46
O 2.92 -1.73 0.87
H 2.91 -1.15 0.11
H 3.80 -1.64 1.23
O 2.83 2.16 -0.22
H 2.34 2.03 0.59
H 3.71 1.84 -0.03
O -0.96 1.61 2.34
H -1.49 1.28 3.07
H -0.20 1.03 2.31
O -3.15 -1.23 -0.41
H -3.79 -1.91 -0.58
H -3.67 -0.44 -0.24
O -2.16 -0.46 -3.02
H -2.48 -0.69 -2.14
H -1.99 0.48 -2.97

Largest force on an atom: 1.36 eV/Å
Highest occupied orbital energy: -10.470 eV
HOMO-LUMO gap: 10.24 eV
Relative energy (zero: lowest compared OMol25 entry of this formula, charge and spin): 4.4 kcal per mole

Formula: H24K2O16P
Source: the Open Molecules 2025 dataset
Level of theory: wB97M-V/def2-TZVPD

Element x y z (Å)
K 4.83 -2.46 0.31
K -3.66 -3.44 -1.88
P 0.14 -0.11 -0.50
O 1.37 0.75 -0.21
O 0.14 -1.37 0.48
O 0.17 -0.52 -2.01
O -1.21 0.63 -0.14
O 1.81 0.37 -6.77
H 1.46 0.13 -5.91
H 2.74 0.14 -6.73
O -6.36 1.10 -0.07
H -5.43 0.92 0.11
H -6.70 1.44 0.76
O 1.42 5.35 1.02
H 1.56 4.42 0.88
H 0.71 5.39 1.67
O 3.45 1.26 3.96
H 2.96 1.30 3.14
H 3.18 0.44 4.37
O 3.16 -3.76 -3.89
H 3.26 -4.04 -4.80
H 2.38 -3.21 -3.90
O 0.21 -1.64 5.49
H 0.14 -1.83 4.55
H 0.39 -2.49 5.89
O -2.79 -4.64 2.54
H -2.14 -3.94 2.40
H -2.38 -5.42 2.18
O 1.71 -5.80 2.74
H 1.38 -5.00 2.33
H 1.60 -6.48 2.08
O 5.59 2.11 -2.36
H 6.05 2.79 -1.87
H 4.83 1.90 -1.81
O -3.41 5.32 -0.79
H -3.18 4.40 -0.87
H -3.19 5.54 0.12
O -3.57 0.35 -4.52
H -2.79 -0.08 -4.17
H -3.97 0.77 -3.75
O -1.93 3.52 3.36
H -2.02 3.05 2.53
H -1.92 2.83 4.02

Charge: -1
Largest force on an atom: 0.84 eV/Å
Highest occupied orbital energy: -1.536 eV
HOMO-LUMO gap: 2.10 eV
Relative energy (zero: lowest compared OMol25 entry of this formula, charge and spin): 306.8 kcal per mole